{"formula": "C50H71F6N3O25S2", "method": "ωB97M-V/def2-TZVPD", "orbital_gap_ev": 6.567, "e_tot_ev": -146617.672, "e_above_lowest_kcal_mol": 276.2, "lumo_ha": -0.05275, "largest_force_ev_per_a": 7.13, "species": ["O", "H", "H", "H", "C", "F", "F", "F", "S", "O", "O", "N", "S", "O", "O", "C", "F", "F", "F", "C", "O", "C", "C", "N", "C", "C", "O", "C", "H", "H", "H", "H", "H", "H", "H", "H", "H", "H", "H", "H", "H", "H", "H", "C", "O", "C", "C", "N", "C", "C", "O", "C", "H", "H", "H", "H", "H", "H", "H", "H", "H", "H", "H", "H", "H", "H", "H", "C", "C", "C", "C", "C", "C", "O", "O", "H", "H", "H", "H", "H", "H", "C", "C", "C", "C", "C", "C", "O", "O", "H", "H", "H", "H", "H", "H", "C", "C", "C", "C", "C", "C", "O", "O", "H", "H", "H", "H", "H", "H", "C", "C", "C", "C", "C", "C", "O", "O", "H", "H", "H", "H", "H", "H", "C", "C", "C", "C", "C", "C", "O", "O", "H", "H", "H", "H", "H", "H", "C", "C", "O", "C", "O", "O", "H", "H", "H", "H", "C", "C", "O", "C", "O", "O", "H", "H", "H", "H"], "xyz": [[-2.177185, -0.011578, -0.242504], [-2.292426, -0.632168, -0.965828], [-2.392768, 0.901964, -0.443915], [-1.247743, 0.027593, -0.005418], [0.469736, -0.674956, 2.901885], [0.310990, 0.561457, 3.263508], [0.908153, -1.489196, 3.938480], [-0.615877, -1.163824, 2.280172], [1.961710, -0.784951, 1.713141], [3.132558, -0.081285, 2.271393], [2.051506, -2.265025, 1.581656], [1.098199, 0.057970, 0.408543], [2.215590, 0.839164, -0.273260], [2.553467, 2.151717, 0.347058], [3.424205, 0.041626, -0.633049], [1.304704, 1.541095, -1.863232], [1.755568, 2.777139, -2.099812], [1.392559, 0.757128, -2.843894], [-0.096156, 1.573376, -1.594362], [-4.381823, 7.527195, -3.058303], [-3.916377, 8.560690, -2.201869], [-2.592229, 9.010389, -2.432862], [-1.350488, 8.191626, -1.862152], [-1.466579, 7.886712, -0.399685], [-0.235814, 7.299875, 0.135349], [0.958684, 8.172801, 0.471921], [1.750578, 8.638349, -0.703521], [2.527606, 7.637723, -1.323206], [-4.547475, 7.836400, -4.090311], [-5.390759, 7.400132, -2.665863], [-3.817438, 6.644986, -2.756194], [-2.582234, 10.033294, -2.056459], [-2.557895, 9.258705, -3.493635], [-0.511227, 8.848866, -2.089707], [-1.124164, 7.327550, -2.486859], [-2.331284, 7.389543, -0.240897], [0.111085, 6.391278, -0.356789], [-0.612859, 6.910557, 1.081056], [1.634022, 7.564443, 1.073524], [0.529103, 8.917449, 1.142037], [3.255813, 8.324801, -1.754181], [1.973384, 7.103613, -2.095004], [3.110612, 7.039996, -0.622553], [-5.068363, -3.843253, -5.644775], [-4.922666, -2.873727, -4.585421], [-3.938694, -1.885652, -4.878790], [-2.508504, -2.127184, -4.315940], [-2.497640, -2.771332, -2.949200], [-1.176492, -3.289851, -2.643446], [-0.947959, -4.666554, -3.101894], [-1.745195, -5.674070, -2.617496], [-2.007933, -5.858980, -1.208393], [-5.160978, -3.405894, -6.638877], [-5.966192, -4.457647, -5.577512], [-4.187917, -4.479189, -5.736973], [-4.314177, -0.959360, -4.443955], [-3.938444, -1.676889, -5.948615], [-1.920787, -1.216755, -4.198458], [-1.850457, -2.751401, -4.920446], [-3.206292, -3.490517, -2.923050], [-0.978972, -3.410303, -1.578277], [-0.474554, -2.516408, -2.955165], [0.094159, -4.861108, -2.848459], [-1.104409, -4.885798, -4.158094], [-2.870639, -5.265885, -0.904972], [-1.133267, -5.427908, -0.721325], [-1.929191, -6.933577, -1.043625], [3.351215, -5.978632, -5.696271], [3.849092, -5.654893, -4.421295], [4.086356, -4.382370, -4.005794], [3.792189, -3.371870, -4.903334], [3.149220, -3.699610, -6.148988], [3.028481, -4.995433, -6.578545], [2.491095, -5.334304, -7.734604], [4.452961, -4.151104, -2.673949], [2.859587, -6.939971, -5.719380], [3.995516, -6.332928, -3.593501], [4.010373, -2.399013, -4.488168], [2.841509, -2.904211, -6.811607], [2.191830, -6.234803, -7.589235], [4.233132, -3.249450, -2.428413], [5.756942, -5.803659, 5.077002], [4.509925, -5.914616, 4.781946], [3.512987, -5.861861, 5.706410], [3.835870, -6.002578, 7.031049], [5.205130, -5.908247, 7.392249], [6.212897, -5.807595, 6.387262], [7.549907, -5.860616, 6.740357], [2.208526, -6.077115, 5.361735], [6.488599, -5.646238, 4.298354], [4.243345, -5.811058, 3.740505], [3.083222, -5.926843, 7.801887], [5.352949, -5.921894, 8.462003], [7.863490, -5.634518, 7.619077], [2.106741, -5.721111, 4.476016], [-0.295004, 1.167851, -11.518628], [-0.899710, -0.028476, -11.014464], [-0.806969, -0.262662, -9.622524], [-0.209973, 0.746489, -8.843897], [0.259440, 1.952857, -9.303440], [0.321656, 2.102623, -10.689237], [0.807995, 3.234548, -11.190040], [-1.386188, -1.375529, -9.117981], [-0.243388, 1.458874, -12.557401], [-1.466040, -0.619124, -11.719311], [-0.202740, 0.739040, -7.763954], [0.461091, 2.768493, -8.624858], [0.188721, 3.736913, -11.724579], [-1.540444, -2.156967, -9.653843], [-6.269865, 4.010474, 2.870598], [-5.266049, 3.715502, 1.924162], [-5.574719, 4.001575, 0.527165], [-6.883337, 4.206663, 0.160503], [-7.918328, 4.393713, 1.173686], [-7.505660, 4.451904, 2.506264], [-8.451187, 4.517638, 3.458412], [-4.625454, 3.453064, -0.292239], [-6.014721, 3.800145, 3.898732], [-4.263854, 3.513517, 2.272311], [-7.093305, 4.200972, -0.898880], [-8.977230, 4.450079, 0.968862], [-8.825926, 3.637452, 3.538719], [-4.920122, 3.671982, -1.179282], [-4.413601, -5.191814, 7.153375], [-3.023569, -4.960328, 7.155500], [-2.438221, -4.157350, 8.203464], [-3.226280, -3.870257, 9.332585], [-4.539284, -4.341814, 9.406457], [-5.178974, -4.901193, 8.248745], [-6.510813, -5.055621, 8.163357], [-1.085484, -3.749773, 8.058513], [-4.739751, -5.616365, 6.215410], [-2.456751, -5.145834, 6.255106], [-2.906222, -3.367467, 10.233223], [-4.960178, -3.959280, 10.324555], [-6.789853, -4.802456, 9.046341], [-0.835905, -4.109374, 7.204107], [9.702947, -0.887756, 4.523209], [8.265147, -0.512930, 4.676298], [7.749075, 0.060903, 3.564897], [8.705356, 0.399805, 2.739299], [8.535318, 0.856177, 1.621572], [9.891734, -0.028650, 3.329396], [9.797448, -1.973264, 4.494202], [10.310600, -0.514082, 5.347351], [8.126659, 0.308819, 5.378910], [7.620054, -1.328198, 5.003845], [2.538873, 3.600816, 6.170005], [1.583310, 4.777533, 6.040411], [0.896125, 4.739412, 7.262410], [0.847763, 3.513400, 7.734854], [0.169724, 3.131788, 8.721722], [1.714233, 2.796052, 6.966872], [3.491873, 3.652683, 6.696515], [2.928453, 3.095275, 5.286401], [0.910311, 4.612803, 5.198959], [2.224645, 5.650293, 6.163271]], "forces_ev_per_a": [[-0.3427, 0.1433, 0.9823], [-0.3946, -0.7687, -1.2056], [-0.7006, 0.7875, -0.5807], [2.1427, -0.3531, 0.6695], [3.2709, -1.5892, -0.6514], [-0.8032, 0.3548, 0.7805], [-1.7509, 1.4102, -1.0696], [0.1449, 0.1895, 0.9339], [-0.0068, -2.0016, 0.8887], [-2.7777, -1.0520, -1.1556], [-0.2347, 3.1593, -0.6007], [-0.2992, -2.7592, 2.5880], [5.1192, 4.7371, -1.4859], [-1.0226, -2.4180, -0.9527], [-2.9300, 1.0747, -0.0598], [-0.5546, 0.6189, 3.7563], [-0.8091, -1.1712, -0.2695], [0.7516, -1.3621, -2.8572], [0.9230, 0.6765, 0.0338], [-0.8198, 0.6018, 2.0513], [0.3518, 0.0841, 0.2150], [0.2232, 0.4280, 0.0798], [-1.5324, 0.9287, -0.1705], [1.1972, 1.4698, -2.4052], [-1.2236, -1.1710, 0.7794], [0.0915, -0.4375, -1.3173], [-2.2246, 0.0717, 2.5389], [0.6558, 1.6627, -0.0386], [0.9045, -0.2905, -0.2720], [-0.1918, -0.4287, -0.1261], [0.1013, -0.4329, -1.1875], [0.1741, -0.1694, 0.8368], [0.8011, -0.7280, -0.5198], [0.1465, 0.1643, 0.5778], [-0.3224, -0.5971, 0.0386], [0.3406, -0.3313, 0.2681], [-0.0088, -0.1405, -0.7336], [0.4643, -0.0779, 0.5083], [0.0863, -0.1264, 0.0824], [0.7191, 1.0315, -0.6485], [0.3709, -0.6807, -0.8274], [0.1282, -0.3715, 0.1780], [-0.4343, -0.5010, 0.1041], [0.4521, 0.1578, -0.3314], [0.1645, -0.7015, -0.8476], [0.1435, 0.4462, 0.4539], [0.1776, -1.2901, 1.0081], [-0.8272, 1.6316, -0.1642], [-0.9434, 0.6780, 0.7500], [1.8141, -0.9363, -1.5645], [-2.3080, -1.3309, 1.1323], [2.1400, 1.0868, -1.2251], [0.0047, 0.7245, 0.0090], [0.0866, 0.1482, 0.8558], [0.0680, -0.2455, 0.3799], [-0.0661, -0.0173, 0.3248], [0.4038, -0.2001, -0.1670], [-0.4559, 0.4508, -0.2483], [-0.3834, -0.1796, -0.7434], [-0.0676, -0.1894, -0.0023], [-0.4692, 0.6299, 0.5263], [0.4583, -0.5023, -0.3741], [0.4944, -0.2970, -0.1337], [0.5174, 0.8370, -0.4302], [-0.3263, -0.6890, 0.1724], [0.0343, -0.0119, 0.6603], [-0.8967, 0.1834, 0.2219], [0.2057, -0.6709, 3.2675], [-0.0245, -1.0874, 0.2659], [-0.1344, 1.1734, 0.1831], [-0.8318, -0.5981, -0.6111], [1.6467, 1.9530, 0.9224], [0.4118, 0.6309, 1.6502], [-1.1301, -0.0665, -1.7907], [-0.0003, -0.5579, -1.2502], [0.4825, -0.5548, -0.7193], [-0.1827, -0.8981, -0.3934], [-0.4015, 0.6448, -0.7781], [0.0098, 0.1448, -0.0457], [-0.1325, -0.2650, -0.6231], [0.0268, 0.2037, -0.0106], [6.4566, 0.6063, 1.1413], [-4.3254, 0.9852, -2.6493], [-1.0380, -2.2688, 1.2007], [1.5972, 1.5463, 0.5332], [-0.6069, -0.1163, -1.1324], [-1.2307, -0.5527, 3.5000], [0.3223, 0.0368, -1.8412], [-0.4074, 0.7145, -0.2884], [0.1705, -0.2685, -0.1456], [-0.1961, -0.2800, -0.2823], [-0.1260, -0.3874, -0.0082], [0.7543, -0.0232, 0.0155], [-1.0602, 0.1257, 0.1752], [-0.3273, -0.0551, -0.2383], [0.1212, -0.8501, 0.8534], [1.1997, 2.2836, 0.2360], [0.0766, 0.5346, -2.7321], [-0.7169, -0.5768, 1.4703], [-0.1040, -0.6049, -1.5417], [-1.7856, -1.0303, 0.7968], [1.2980, 1.9483, -0.5963], [-0.2060, -0.1544, 2.2641], [-0.3735, -0.4940, -0.3294], [0.0575, -0.4432, 0.2377], [-0.2969, -0.8684, 0.2195], [0.4392, -0.0960, -0.0443], [-0.1348, -0.2662, -0.1049], [0.4194, 0.6075, -0.6982], [3.2468, -0.5663, -0.7123], [-1.9584, 2.4664, -0.7463], [0.3745, -2.9088, 3.7720], [-1.5261, 0.7163, 1.1427], [2.6857, 0.4574, -0.9507], [-0.9309, -1.6204, -2.0642], [-1.3945, 0.5382, 1.4090], [0.1315, 0.8875, -1.1400], [-0.2968, 0.2719, 0.2380], [0.0333, -0.3919, -0.2815], [-0.4312, -0.0404, -0.1158], [0.0721, 0.2385, -0.3385], [-0.2397, 0.0129, 0.2581], [0.3257, -0.1382, -0.5122], [2.2759, -0.4248, -0.6721], [-0.3235, 2.2934, 1.8259], [0.3441, -1.1467, -1.1815], [0.2953, -1.0150, -0.6673], [0.4696, 0.6527, -1.6953], [1.3279, 0.9125, 1.3041], [-0.6859, -0.1923, 0.6712], [-1.9803, -0.4074, 0.6434], [-0.8401, -0.1099, 0.2610], [0.1345, -0.2114, -0.0261], [0.6478, 0.1944, -0.3014], [-1.1518, -0.5862, -0.0835], [-0.8705, -0.0529, 0.0146], [0.3893, 0.0799, -0.1000], [-1.1562, 1.8146, -0.9558], [-1.5592, -0.0993, 4.3595], [-1.8042, 0.2316, -2.2934], [0.7335, -0.7606, -2.2724], [1.1243, -0.5460, 2.7853], [1.6094, -0.4507, -0.9138], [0.5886, 0.1010, -1.2313], [0.0799, 0.1263, -0.3260], [0.3913, -0.3645, 0.9812], [-0.0010, -0.0592, -0.1363], [0.3562, -0.5173, 0.1397], [2.5203, 0.3828, 0.2331], [-1.5154, 1.3404, 0.6361], [-1.2228, -1.8772, 2.8125], [2.7803, 1.1850, -4.0975], [-1.0565, -2.9411, 1.4278], [-0.0649, 1.2770, 0.5696], [-1.1908, -0.1457, -0.5067], [0.1200, 0.6677, -0.0409], [-0.7189, 0.6037, -1.2196]], "lowdin_charge": [0.3596, 0.1583, 0.1731, 0.1121, -0.6437, 0.1738, 0.0887, 0.1137, 0.7430, -0.2885, -0.3247, -0.3439, 0.5673, -0.3417, -0.3277, -0.6254, 0.1426, 0.1959, 0.0043, -0.1039, -0.2180, -0.2069, -0.1701, -0.0438, -0.2454, -0.1619, -0.2155, -0.1238, 0.0890, 0.0810, 0.0828, 0.1154, 0.1100, 0.1061, 0.0985, 0.0985, 0.1067, 0.1147, 0.1096, 0.1194, 0.0890, 0.0819, 0.0895, -0.0907, -0.1870, -0.2004, -0.1623, -0.0579, -0.2397, -0.2799, -0.1957, -0.0566, 0.0779, 0.0872, 0.0847, 0.1121, 0.1146, 0.1045, 0.1039, 0.0923, 0.1036, 0.1254, 0.1291, 0.1315, 0.0871, 0.0776, 0.0948, -0.0192, -0.0220, -0.3377, 0.0062, 0.0082, -0.4106, 0.0791, 0.0372, 0.1164, 0.1203, 0.1113, 0.1109, 0.1043, 0.0950, -0.0578, -0.0703, -0.3388, -0.0080, 0.0033, -0.2782, 0.0248, 0.0455, 0.1297, 0.1322, 0.1165, 0.1028, 0.1019, 0.0973, -0.0098, 0.0016, -0.3203, -0.0285, -0.0132, -0.3775, 0.0459, 0.0353, 0.1103, 0.1046, 0.1075, 0.1202, 0.1140, 0.1095, -0.0219, 0.0166, -0.3227, -0.0123, 0.0307, -0.3822, 0.0354, 0.0111, 0.1203, 0.1046, 0.1042, 0.1142, 0.1152, 0.0915, -0.0322, -0.0101, -0.2566, -0.0292, -0.0156, -0.3461, 0.0605, 0.0159, 0.1143, 0.1021, 0.1114, 0.1052, 0.1015, 0.0780, -0.0681, -0.2023, 0.0896, -0.5253, 0.1444, 0.0325, 0.1269, 0.1277, 0.1365, 0.1384, -0.1314, -0.1076, 0.0658, -0.5120, 0.0969, 0.0390, 0.1310, 0.1354, 0.1433, 0.1404]}